# 1
Molecular formula: C4H4O
Method: DFT, ωB97M-V/def2-TZVPD

XYZ file:
```
9
Properties=species:S:1:pos:R:3:forces:R:3
O -0.8162 1.5722 0.1160 -0.338 -0.430 -0.406
C -1.0976 0.5456 -0.4446 -0.015 0.398 0.232
C -0.2449 -0.7224 -0.3730 0.042 -0.012 0.041
C 0.9947 -0.3727 0.3026 0.314 0.422 0.470
C 1.7536 0.2642 0.9842 -0.205 -0.343 -0.268
H -2.0280 0.4661 -1.0356 0.008 -0.091 -0.028
H -0.1312 -1.1671 -1.3675 0.077 0.179 0.067
H -0.7982 -1.4623 0.2175 -0.072 0.051 -0.053
H 2.3677 0.8764 1.6004 0.190 -0.174 -0.056
```
Positions in Å, forces in eV/Å.

Output
HOMO: -10.12 eV
Energy relative to the best compared isomer or geometry (same formula, charge and spin): 169.07 kJ/mol
Multiplicity: 1
SMILES: C#CCC=O



# 2
Molecular formula: C4H4O
Method: DFT, ωB97M-V/def2-TZVPD

XYZ file:
```
9
Properties=species:S:1:pos:R:3:forces:R:3
O 0.3952 0.6403 1.9473 0.403 -0.027 -0.431
C 0.7769 0.2565 0.8734 -0.016 0.179 0.357
C 0.2724 0.8235 -0.4558 -0.064 0.020 0.060
C -0.6760 -0.2624 -0.7251 -0.294 -0.564 0.128
C -1.2605 -1.3004 -0.5361 0.135 0.406 -0.208
H 1.4105 -0.6468 0.7448 0.042 0.204 0.176
H 1.0553 0.8990 -1.2203 -0.144 -0.096 0.191
H -0.1965 1.8000 -0.3017 -0.013 -0.238 -0.044
H -1.7772 -2.2097 -0.3265 -0.049 0.116 -0.230
```
Positions in Å, forces in eV/Å.

Output
HOMO: -9.87 eV
Energy relative to the best compared isomer or geometry (same formula, charge and spin): 174.04 kJ/mol
Multiplicity: 1
SMILES: C#CCC=O



# 3
Molecular formula: C4H4O2
Method: DFT, ωB97M-V/def2-TZVPD

XYZ file:
```
10
Properties=species:S:1:pos:R:3:forces:R:3
O 2.0487 1.4564 -0.3781 0.136 0.279 -0.305
C 0.9703 0.6775 -0.6817 -0.297 0.005 -0.011
C -0.2199 0.7788 -0.1192 0.072 -0.126 0.070
C -1.2665 0.4344 0.5494 0.501 -0.174 -0.027
C -1.3412 -0.7042 1.2772 -0.230 0.070 0.041
O -0.7033 -1.7962 0.8389 -0.077 0.031 -0.051
H 2.6523 1.4539 -1.1292 -0.005 0.075 0.094
H -0.0071 -1.4366 0.2446 -0.243 -0.391 0.037
H 1.0898 -0.0920 -1.4497 0.121 0.138 0.183
H -1.8892 -0.8675 2.1968 0.022 0.093 -0.033
```
Positions in Å, forces in eV/Å.

Output
HOMO: -8.04 eV
Energy relative to the best compared isomer or geometry (same formula, charge and spin): 365.39 kJ/mol
Multiplicity: 1
SMILES: OC=C=C=CO



Repeat the second record exactly.
Molecular formula: C4H4O
Method: DFT, ωB97M-V/def2-TZVPD

XYZ file:
```
9
Properties=species:S:1:pos:R:3:forces:R:3
O 0.3952 0.6403 1.9473 0.403 -0.027 -0.431
C 0.7769 0.2565 0.8734 -0.016 0.179 0.357
C 0.2724 0.8235 -0.4558 -0.064 0.020 0.060
C -0.6760 -0.2624 -0.7251 -0.294 -0.564 0.128
C -1.2605 -1.3004 -0.5361 0.135 0.406 -0.208
H 1.4105 -0.6468 0.7448 0.042 0.204 0.176
H 1.0553 0.8990 -1.2203 -0.144 -0.096 0.191
H -0.1965 1.8000 -0.3017 -0.013 -0.238 -0.044
H -1.7772 -2.2097 -0.3265 -0.049 0.116 -0.230
```
Positions in Å, forces in eV/Å.

Output
HOMO: -9.87 eV
Energy relative to the best compared isomer or geometry (same formula, charge and spin): 174.04 kJ/mol
Multiplicity: 1
SMILES: C#CCC=O



> Number 2 is which compound?

C4H4O



> energy relative to the best compared isomer or geometry (same formula, charge and spin) of number 2 (C4H4O)?

174.04 kJ/mol



> Look up the energy relative to the best compared isomer or geometry (same formula, charge and spin) of the first one.

169.07 kJ/mol